Entry 1:
A 4-piece molecular cluster, C16H24O12 overall at a distorted geometry. Source: the OMol25 dataset; level of theory: ωB97M-V/def2-TZVPD.

Structure (XYZ):
```
52
Properties=species:S:1:pos:R:3:lowdin_charge:R:1
C 33.139 -1.492 37.281 -0.018
C 32.965 -2.994 37.737 -0.237
C 33.347 -3.113 39.200 -0.022
O 32.009 -3.192 39.803 0.132
C 31.059 -3.139 39.009 -0.724
O 29.905 -3.059 39.276 0.155
O 31.516 -3.238 37.769 0.080
H 32.597 -0.901 37.963 0.061
H 32.854 -1.295 36.172 0.098
H 34.279 -1.198 37.029 0.120
H 33.479 -3.760 37.202 0.141
H 33.850 -2.375 39.482 0.038
H 33.812 -4.073 39.386 0.146
C 39.580 4.495 38.043 -0.035
C 38.995 4.550 36.703 -0.384
C 38.319 5.857 36.337 -0.089
O 39.168 6.407 35.351 0.108
C 40.107 5.584 34.983 -0.716
O 40.828 5.777 34.130 0.236
O 40.050 4.591 35.788 0.104
H 40.547 3.750 37.925 0.143
H 38.862 3.750 38.721 0.117
H 39.866 5.420 38.534 0.080
H 38.468 3.716 36.401 0.127
H 38.280 6.427 37.343 0.152
H 37.180 5.640 36.133 0.151
C 39.581 0.900 38.912 -0.006
C 38.702 -0.100 39.810 -0.279
C 37.293 0.426 40.231 -0.152
O 36.402 -0.336 39.569 0.087
C 37.006 -1.302 38.920 -0.520
O 36.345 -2.254 38.512 0.118
O 38.346 -1.105 38.903 0.078
H 40.338 0.232 38.508 0.075
H 40.088 1.661 39.627 0.108
H 39.017 1.401 38.156 0.056
H 39.151 -0.495 40.715 0.143
H 37.179 1.585 40.237 0.149
H 37.263 0.154 41.380 0.156
C 32.508 3.516 36.071 -0.019
C 33.832 4.140 36.396 -0.311
C 33.789 5.146 37.486 -0.123
O 35.042 5.040 38.075 0.093
C 35.441 3.784 37.910 -0.590
O 36.395 3.339 38.552 0.095
O 34.742 3.200 37.002 0.116
H 32.025 3.038 36.914 0.078
H 32.626 2.545 35.312 0.150
H 31.776 4.189 35.540 0.102
H 34.515 4.459 35.648 0.154
H 33.133 4.902 38.322 0.156
H 33.439 5.966 36.984 0.121
```

For the HOMO energy, the calculation gives -10.349 eV. Its HOMO-LUMO gap is 10.5 eV. The value obtained for the largest force on an atom is 9.3 eV/A.



Entry 2:
One molecule with the formula C16H24O5 at a distorted geometry. Source: the OMol25 dataset; level of theory: ωB97M-V/def2-TZVPD.

Structure (XYZ):
```
45
Properties=species:S:1:pos:R:3:lowdin_charge:R:1
C 5.180 0.907 0.461 -0.073
O 4.298 -0.171 0.694 -0.130
C 3.353 -0.353 -0.328 -0.408
C 2.270 -1.297 0.218 -0.042
C 1.588 -0.688 1.419 -0.235
O 0.212 -0.895 1.592 0.020
C 0.623 0.417 1.334 -0.205
C 0.190 1.068 0.028 -0.278
O 1.032 2.149 -0.285 0.001
C -1.321 1.428 0.107 -0.328
C -1.570 2.793 0.745 -0.011
O -1.913 1.459 -1.177 -0.094
C -2.322 0.198 -1.677 -0.154
C -3.440 -0.405 -0.863 -0.212
C -3.214 -1.493 -0.030 -0.044
C -4.241 -2.008 0.742 -0.079
C -5.500 -1.436 0.695 -0.092
C -5.730 -0.344 -0.126 -0.083
C -4.705 0.170 -0.899 -0.034
O 3.938 -0.803 -1.521 -0.120
C 4.614 -2.044 -1.441 -0.088
H 4.625 1.851 0.405 0.094
H 5.866 0.928 1.306 0.091
H 5.738 0.768 -0.469 0.092
H 2.903 0.614 -0.607 0.151
H 1.550 -1.502 -0.574 0.133
H 2.735 -2.235 0.524 0.126
H 2.171 -0.755 2.335 0.151
H 0.558 1.083 2.196 0.155
H 0.325 0.359 -0.794 0.146
H 0.845 2.877 0.318 0.088
H -1.801 0.649 0.717 0.145
H -1.083 2.866 1.714 0.084
H -1.215 3.579 0.082 0.088
H -2.640 2.928 0.881 0.088
H -2.660 0.408 -2.696 0.134
H -1.475 -0.500 -1.723 0.121
H -2.229 -1.936 0.021 0.112
H -4.054 -2.855 1.386 0.103
H -6.301 -1.838 1.298 0.100
H -6.711 0.108 -0.162 0.101
H -4.876 1.026 -1.534 0.117
H 5.282 -2.079 -2.300 0.091
H 5.196 -2.114 -0.519 0.094
H 3.913 -2.883 -1.496 0.086
```

For the HOMO energy, the calculation gives -9.302 eV. Its HOMO-LUMO gap is 10.1 eV. The value obtained for the largest force on an atom is 1.5 eV/A.



> What is the HOMO-LUMO gap in the second record?

10.1 eV



> Number 2 is which compound?

C16H24O5